Entry from the OMol25 dataset: a cluster of 12 separate species, C68H154N6O16 in total (ωB97M-V/def2-TZVPD).

## Properties
- SMILES string = CC1(C)CCCC(C)(C)N1O.CC1(C)CCCC(C)(C)N1O.CC1(C)CCCC(C)(C)N1O.CC1(C)CCCC(C)(C)N1O.CC1(C)CCCC(C)(C)N1O.CC1(C)CCCC(C)(C)N1O.CC(C)O.CC(C)O.OCCO.OCCO.OCCO.OCCO
- net charge = 0
- molecular weight (g/mol) = 1312.006
- frontier orbital gap (eV) = 8.6
- E_LUMO (eV) = 0.4
- multiplicity = 1
- E_HOMO (eV) = -8.2

Each line ends with the Mulliken charge.
CARTESIAN COORDINATES (ANGSTROEM)
C  -4.969  -3.846  4.491  -1.63
C  -4.800  -3.337  3.099  2.31
C  -5.166  -4.351  2.064  -1.35
O  -5.572  -2.155  3.000  -0.69
H  -4.795  -3.069  5.259  0.32
H  -4.255  -4.683  4.683  0.35
H  -5.987  -4.133  4.601  0.48
H  -3.736  -3.066  2.866  -0.89
H  -4.547  -5.195  2.020  0.43
H  -5.242  -3.979  0.973  0.15
H  -6.191  -4.667  2.338  0.34
H  -5.434  -1.709  2.159  0.23
C  -0.825  -2.106  -0.214  0.05
C  -1.078  -0.864  0.672  1.95
C  -1.315  0.331  -0.165  0.47
O  -2.259  -1.181  1.488  0.42
H  -0.060  -2.041  -1.050  -0.82
H  -1.741  -2.214  -0.756  0.08
H  -0.742  -3.023  0.329  -0.36
H  -0.258  -0.622  1.347  -0.53
H  -1.150  1.253  0.439  -0.26
H  -2.405  0.326  -0.426  -0.08
H  -0.766  0.440  -1.122  -0.09
H  -1.981  -1.646  2.317  -0.27
C  -5.605  -0.860  -0.941  -0.17
C  -5.608  0.144  -2.038  -0.90
O  -4.311  0.553  -2.317  0.11
O  -5.287  -0.250  0.302  -0.63
H  -4.857  -1.676  -1.114  0.07
H  -6.641  -1.171  -0.781  0.43
H  -6.301  0.941  -1.751  0.26
H  -6.105  -0.300  -2.835  0.49
H  -4.295  1.474  -2.612  -0.14
H  -4.324  -0.326  0.478  0.09
C  -3.440  2.643  1.832  0.75
C  -4.873  3.118  1.753  -0.92
O  -5.567  2.578  0.602  -0.59
O  -3.476  1.230  1.938  -0.33
H  -2.807  3.066  2.650  0.13
H  -2.920  2.886  0.821  -0.38
H  -4.907  4.222  1.628  0.38
H  -5.337  2.764  2.685  0.46
H  -5.404  1.596  0.554  0.19
H  -2.630  0.793  2.114  -0.12
C  -4.562  -3.133  -3.493  -0.03
C  -3.355  -4.026  -3.180  0.47
O  -3.595  -5.362  -3.454  -0.65
O  -5.797  -3.607  -2.971  -0.55
H  -4.668  -2.955  -4.531  0.48
H  -4.317  -2.101  -3.136  -0.36
H  -3.140  -3.834  -2.106  -0.05
H  -2.530  -3.778  -3.838  -0.02
H  -4.328  -5.681  -2.881  0.38
H  -6.091  -4.199  -3.711  0.39
C  -1.329  -3.926  3.599  0.09
C  0.025  -4.485  3.971  0.29
O  -0.106  -5.922  3.906  -0.73
O  -1.388  -2.425  3.801  -0.33
H  -2.131  -4.343  4.213  0.03
H  -1.603  -4.144  2.548  0.00
H  0.363  -4.079  4.946  0.31
H  0.765  -4.106  3.266  -0.19
H  0.437  -6.186  3.152  0.18
H  -2.009  -2.181  4.501  0.15
C  -2.860  4.008  -4.055  -1.96
C  -2.938  4.605  -2.642  1.98
C  -2.483  6.015  -2.619  -1.04
C  -3.454  6.939  -3.272  -0.76
C  -4.816  6.819  -2.458  -1.36
C  -5.320  5.382  -2.534  1.56
N  -4.231  4.509  -1.998  0.05
O  -4.702  3.226  -1.942  0.75
C  -6.502  5.237  -1.596  -1.96
C  -5.827  4.937  -3.916  -1.70
C  -1.963  3.838  -1.774  -1.15
H  -1.834  3.854  -4.343  0.60
H  -3.266  4.731  -4.748  0.47
H  -3.445  3.067  -4.187  0.08
H  -2.332  6.344  -1.602  0.36
H  -1.564  6.056  -3.258  0.34
H  -3.616  6.662  -4.327  0.34
H  -3.110  7.959  -3.313  0.49
H  -5.521  7.433  -3.014  0.52
H  -4.647  7.153  -1.437  0.30
H  -6.154  5.359  -0.536  0.21
H  -7.230  5.908  -1.897  0.69
H  -6.947  4.258  -1.662  0.24
H  -6.218  3.937  -3.846  0.17
H  -6.570  5.638  -4.223  0.59
H  -5.160  4.964  -4.752  0.37
H  -1.818  4.230  -0.733  0.40
H  -0.968  3.816  -2.283  0.32
H  -2.341  2.864  -1.629  -0.51
H  -4.926  3.082  -1.017  0.03
C  -0.787  4.688  6.093  -1.77
C  0.065  3.457  6.298  1.63
C  -0.579  2.597  7.366  -1.21
C  -0.053  1.195  7.481  -0.85
C  -0.141  0.577  6.024  -1.35
C  0.701  1.373  5.053  2.25
N  0.167  2.723  5.066  0.55
O  0.567  3.547  4.020  -0.35
C  2.240  1.333  5.188  -1.50
C  0.496  0.877  3.605  -1.85
C  1.452  4.011  6.795  -1.66
H  -1.535  4.375  5.394  0.33
H  -0.350  5.616  5.760  0.37
H  -1.381  5.000  6.982  0.33
H  -0.635  3.069  8.373  0.46
H  -1.621  2.390  7.079  0.34
H  -0.655  0.619  8.196  0.45
H  0.995  1.125  7.822  0.32
H  -1.154  0.545  5.659  0.41
H  0.245  -0.423  6.118  0.39
H  2.761  1.874  4.361  -0.04
H  2.554  1.727  6.151  0.44
H  2.555  0.277  5.168  0.42
H  1.023  1.364  2.804  -0.27
H  0.678  -0.212  3.527  0.44
H  -0.509  1.021  3.347  0.36
H  2.198  3.247  6.966  0.32
H  1.253  4.505  7.764  0.45
H  1.807  4.765  6.120  0.40
H  1.528  3.786  4.014  0.22
C  -1.618  -0.710  -3.506  -0.16
C  -0.834  -0.200  -4.714  2.60
C  -0.213  1.086  -4.340  0.59
C  0.788  1.609  -5.360  -0.96
C  1.925  0.594  -5.445  -0.65
C  1.392  -0.753  -5.889  1.60
N  0.343  -1.158  -4.912  1.14
O  -0.244  -2.405  -5.365  -0.69
C  0.888  -0.790  -7.331  -2.08
C  2.462  -1.836  -5.813  -2.19
C  -1.753  -0.051  -5.934  -2.15
H  -2.292  -1.431  -3.796  0.47
H  -2.176  0.071  -2.983  -0.67
H  -0.907  -1.183  -2.835  -0.80
H  -1.051  1.773  -4.082  -0.72
H  0.331  0.980  -3.391  -0.83
H  1.158  2.576  -5.092  0.54
H  0.305  1.801  -6.336  0.42
H  2.445  0.497  -4.477  -0.40
H  2.686  0.919  -6.154  0.62
H  1.751  -0.555  -7.967  0.51
H  0.503  -1.742  -7.485  0.43
H  0.149  -0.039  -7.606  0.29
H  2.128  -2.827  -6.021  0.59
H  3.308  -1.633  -6.455  0.44
H  2.909  -1.771  -4.775  0.42
H  -1.469  0.669  -6.707  0.34
H  -2.748  0.334  -5.587  0.28
H  -1.985  -0.974  -6.350  0.59
H  0.333  -3.076  -4.990  0.29
C  2.345  -0.722  0.321  -1.87
C  3.225  -0.812  -0.839  2.69
C  3.411  0.617  -1.386  1.22
C  4.730  0.826  -2.142  -1.60
C  5.897  0.209  -1.409  -1.54
C  5.770  -1.249  -1.077  2.08
N  4.519  -1.275  -0.252  -0.02
O  4.316  -2.589  0.152  -0.14
C  5.662  -2.160  -2.296  -1.87
C  6.874  -1.725  -0.110  -2.04
C  2.607  -1.790  -1.835  -0.19
H  1.419  -0.179  0.055  -0.50
H  2.770  -0.223  1.172  0.81
H  2.055  -1.694  0.683  0.25
H  2.548  0.958  -1.984  -0.17
H  3.490  1.281  -0.487  -0.49
H  4.841  1.871  -2.227  0.90
H  4.673  0.421  -3.140  0.22
H  6.164  0.842  -0.536  0.21
H  6.704  0.279  -2.166  0.52
H  6.616  -2.378  -2.635  0.67
H  5.159  -3.082  -1.961  0.17
H  5.078  -1.672  -3.094  0.29
H  6.556  -1.397  0.877  0.38
H  6.958  -2.817  -0.155  0.34
H  7.815  -1.225  -0.261  0.49
H  1.842  -1.266  -2.416  -0.55
H  2.150  -2.597  -1.241  -1.03
H  3.344  -2.199  -2.501  0.57
H  4.023  -2.653  1.071  0.24
C  2.406  -6.786  -1.006  -1.41
C  1.442  -6.650  0.168  1.62
C  1.030  -8.048  0.599  -1.47
C  2.068  -8.809  1.351  -0.78
C  2.640  -7.970  2.508  -1.24
C  3.055  -6.533  2.181  1.79
N  1.909  -5.958  1.396  0.79
O  2.288  -4.639  0.994  0.10
C  3.055  -5.694  3.493  -1.93
C  4.465  -6.428  1.556  -1.71
C  0.130  -6.009  -0.250  -2.05
H  2.618  -5.816  -1.451  0.30
H  1.944  -7.459  -1.732  0.43
H  3.405  -7.075  -0.749  0.25
H  0.205  -7.981  1.325  0.26
H  0.703  -8.610  -0.301  0.57
H  2.748  -9.303  0.644  0.30
H  1.607  -9.644  1.877  0.49
H  3.411  -8.507  3.102  0.35
H  1.781  -7.913  3.220  0.29
H  2.146  -5.765  4.021  0.65
H  3.759  -6.210  4.185  0.49
H  3.357  -4.668  3.442  0.20
H  4.667  -5.513  1.005  0.16
H  5.195  -6.454  2.371  0.49
H  4.731  -7.307  0.912  0.38
H  0.259  -5.041  -0.691  0.06
H  -0.559  -6.010  0.592  0.24
H  -0.306  -6.697  -0.976  0.60
H  2.808  -4.713  0.184  -0.09
C  5.629  2.810  1.955  -1.74
C  4.965  4.029  1.263  1.50
C  5.703  4.232  -0.073  -0.72
C  4.891  5.218  -0.959  -0.93
C  3.488  4.618  -1.211  -0.66
C  2.677  4.480  0.114  1.92
N  3.510  3.623  0.989  0.53
O  2.927  3.421  2.294  0.42
C  2.341  5.798  0.747  -1.61
C  1.408  3.708  -0.249  -1.44
C  5.128  5.260  2.240  -1.47
H  6.703  3.014  1.988  0.47
H  5.440  1.858  1.439  0.19
H  5.217  2.684  2.952  0.25
H  6.700  4.625  0.193  0.53
H  5.875  3.290  -0.586  -0.11
H  5.441  5.423  -1.898  0.42
H  4.772  6.223  -0.545  0.42
H  3.645  3.593  -1.594  -0.46
H  2.981  5.303  -1.893  0.60
H  3.182  6.495  0.906  0.24
H  1.549  6.244  0.107  0.48
H  1.880  5.592  1.732  0.06
H  0.711  4.330  -0.837  0.53
H  1.687  2.846  -0.862  -0.31
H  0.762  3.377  0.602  0.16
H  4.428  5.211  3.057  0.16
H  4.966  6.245  1.790  0.33
H  6.171  5.373  2.700  0.39
H  2.392  2.627  2.227  -0.29